{
  "formula": "C37H89FN4O10P",
  "method": "ωB97M-V/def2-TZVPD",
  "elements": ["C", "C", "C", "C", "C", "C", "C", "C", "C", "C", "C", "C", "C", "O", "P", "F", "O", "H", "H", "H", "H", "H", "H", "H", "H", "H", "H", "H", "H", "H", "H", "H", "H", "H", "H", "H", "H", "H", "H", "H", "H", "H", "H", "H", "H", "H", "C", "O", "C", "C", "N", "C", "C", "O", "C", "H", "H", "H", "H", "H", "H", "H", "H", "H", "H", "H", "H", "H", "H", "H", "C", "O", "C", "C", "N", "C", "C", "O", "C", "H", "H", "H", "H", "H", "H", "H", "H", "H", "H", "H", "H", "H", "H", "H", "C", "O", "C", "C", "N", "C", "C", "O", "C", "H", "H", "H", "H", "H", "H", "H", "H", "H", "H", "H", "H", "H", "H", "H", "C", "O", "C", "C", "N", "C", "C", "O", "C", "H", "H", "H", "H", "H", "H", "H", "H", "H", "H", "H", "H", "H", "H", "H"],
  "coordinates": [[-2.62573, -8.27001, -0.24336], [-3.98148, -7.56198, -0.36635], [-4.58492, -7.71963, -1.76110], [-6.04585, -7.30303, -1.91881], [-6.38805, -5.93004, -1.32460], [-6.77728, -5.93254, 0.14790], [-7.47731, -4.65229, 0.63609], [-6.56566, -3.62172, 1.33054], [-6.33085, -2.32937, 0.54516], [-5.69598, -2.56388, -0.82661], [-5.07723, -1.31844, -1.45567], [-3.86801, -0.77675, -0.69335], [-4.12885, 0.54070, 0.02922], [-2.89120, 1.11179, 0.32034], [-1.62352, 0.45688, -0.68568], [-0.49687, 1.34886, 0.22685], [-2.81789, -0.47571, -1.56256], [-2.37423, -8.46576, 0.79770], [-1.82982, -7.65854, -0.66761], [-2.67591, -9.20785, -0.79512], [-4.65722, -7.94755, 0.39920], [-3.84479, -6.49717, -0.16610], [-4.45050, -8.75796, -2.07422], [-3.99666, -7.10696, -2.45148], [-6.72481, -8.06795, -1.53522], [-6.23345, -7.22893, -2.99329], [-7.21858, -5.49958, -1.88861], [-5.53124, -5.27396, -1.50318], [-5.90487, -6.08602, 0.78744], [-7.43203, -6.78903, 0.33241], [-8.22801, -4.96278, 1.36577], [-8.01908, -4.17936, -0.18560], [-7.00696, -3.34875, 2.29003], [-5.59103, -4.07321, 1.53566], [-7.28971, -1.81602, 0.43973], [-5.64573, -1.70547, 1.12013], [-4.88973, -3.29343, -0.69216], [-6.43702, -2.99399, -1.50521], [-5.82159, -0.53330, -1.60943], [-4.70370, -1.59925, -2.44291], [-3.55660, -1.52102, 0.05887], [-4.71519, 1.18866, -0.63986], [-4.72499, 0.39431, 0.94011], [-1.42919, -0.63325, 0.22375], [-0.56477, -0.07636, -1.52354], [-1.72939, 1.58002, -1.55685], [0.43899, 8.81974, -3.26852], [1.07353, 7.57495, -3.44092], [1.96128, 7.20987, -2.38654], [1.41315, 6.06928, -1.55885], [0.25281, 6.48149, -0.78113], [-0.44676, 5.38652, -0.09807], [-1.06557, 4.27093, -0.92542], [-2.17583, 4.69643, -1.70493], [-1.86035, 5.24547, -2.95961], [-0.07383, 9.05459, -4.20057], [-0.30221, 8.80415, -2.46074], [1.16609, 9.61240, -3.05929], [2.17033, 8.07834, -1.75095], [2.90248, 6.89215, -2.83985], [2.19840, 5.74406, -0.86739], [1.19811, 5.22992, -2.23230], [-0.40262, 6.95338, -1.39043], [-1.24615, 5.83820, 0.49633], [0.25377, 4.92677, 0.60799], [-1.44236, 3.52460, -0.22869], [-0.33460, 3.75214, -1.55361], [-0.97841, 4.76956, -3.39989], [-1.69197, 6.32945, -2.91609], [-2.71073, 5.06989, -3.62083], [3.92491, 11.83542, 4.71937], [3.21246, 10.72806, 5.22470], [1.79696, 10.83862, 5.13378], [1.22484, 9.87752, 4.11618], [1.59527, 10.25412, 2.76088], [1.25344, 9.26719, 1.73492], [1.87351, 7.88259, 1.81164], [3.27605, 7.85751, 1.56523], [4.09632, 8.15039, 2.67550], [4.96959, 11.70048, 4.99536], [3.86069, 11.91129, 3.62815], [3.56558, 12.77289, 5.15610], [1.50971, 11.86763, 4.89564], [1.38849, 10.59170, 6.11771], [0.13356, 9.89425, 4.19923], [1.56089, 8.86738, 4.38793], [2.59212, 10.42356, 2.72837], [1.52701, 9.69578, 0.76737], [0.16582, 9.14470, 1.72637], [1.42289, 7.29632, 1.00621], [1.65153, 7.37268, 2.75754], [3.64476, 7.80923, 3.61142], [4.31859, 9.21991, 2.75753], [5.04356, 7.62767, 2.54019], [9.31325, 2.97021, -1.87019], [8.21290, 2.60214, -1.06910], [8.27775, 3.05189, 0.27773], [7.24711, 4.12235, 0.55850], [7.56126, 5.35915, -0.14277], [6.51579, 6.37852, -0.08654], [5.15031, 6.06226, -0.68217], [5.15329, 5.93456, -2.09480], [5.50401, 4.66032, -2.59595], [9.22034, 2.43219, -2.81215], [9.33426, 4.04494, -2.08446], [10.26075, 2.68979, -1.39850], [9.28402, 3.41489, 0.51055], [8.07074, 2.19089, 0.91901], [7.23801, 4.32090, 1.63499], [6.26366, 3.71487, 0.28938], [7.75525, 5.14545, -1.11231], [6.89923, 7.26530, -0.59755], [6.37128, 6.65527, 0.96186], [4.49315, 6.90463, -0.45854], [4.68806, 5.17904, -0.22437], [5.16400, 3.85874, -1.93468], [6.58289, 4.55971, -2.75310], [5.01329, 4.54160, -3.56205], [0.62557, -14.81571, 2.42756], [1.01692, -13.53398, 1.98635], [1.73803, -13.51894, 0.76158], [0.92704, -12.89740, -0.35325], [-0.19887, -13.74184, -0.72614], [-1.14733, -13.12817, -1.65028], [-1.88084, -11.86734, -1.20942], [-2.81352, -12.07046, -0.16591], [-2.28320, -12.03144, 1.14356], [0.23709, -14.70391, 3.43835], [-0.15924, -15.25282, 1.79978], [1.47593, -15.50444, 2.45341], [2.05362, -14.53147, 0.49120], [2.63560, -12.91477, 0.91885], [1.57558, -12.77060, -1.22574], [0.62040, -11.89652, -0.02045], [-0.69321, -14.01917, 0.11185], [-1.90286, -13.88057, -1.88849], [-0.61813, -12.90366, -2.58259], [-2.46971, -11.52438, -2.06443], [-1.19991, -11.04778, -0.95140], [-1.45561, -11.32098, 1.22250], [-1.94238, -13.01515, 1.48123], [-3.08213, -11.70691, 1.80993]],
  "forces_ev_per_angstrom": [[-0.314, 0.272, -0.154], [0.223, 0.001, 0.017], [0.118, 0.102, 0.150], [0.019, 0.269, -0.192], [0.203, -0.135, -0.104], [-0.002, 0.145, 0.180], [0.043, -0.162, 0.344], [-0.009, 0.208, -0.278], [0.185, -0.372, -0.139], [-0.070, 0.217, 0.270], [0.220, -0.289, -0.203], [-0.333, 0.322, 0.004], [-0.129, 0.079, 0.025], [-0.099, -0.074, 0.192], [0.862, -0.185, -0.390], [-0.066, 0.004, -0.020], [0.194, -0.072, 0.120], [0.053, -0.070, 0.027], [0.063, -0.042, -0.091], [0.161, -0.153, 0.145], [-0.107, -0.075, -0.063], [-0.089, 0.005, 0.166], [-0.110, -0.058, -0.099], [0.107, -0.060, -0.027], [-0.005, -0.043, 0.133], [-0.089, -0.188, -0.033], [-0.058, -0.002, -0.034], [-0.095, 0.104, 0.054], [-0.005, -0.107, -0.074], [-0.063, -0.032, -0.094], [-0.116, 0.036, -0.052], [-0.056, 0.005, -0.057], [0.074, -0.048, 0.120], [-0.002, -0.056, 0.084], [0.048, 0.253, -0.026], [-0.166, 0.184, 0.106], [-0.032, -0.083, -0.110], [0.059, -0.099, -0.037], [-0.096, 0.042, 0.047], [-0.038, 0.093, -0.067], [0.127, -0.113, -0.041], [-0.035, 0.065, -0.063], [0.058, 0.031, 0.093], [-0.162, 0.046, 0.175], [-0.106, -0.002, 0.022], [-0.296, 0.032, -0.016], [-0.004, -0.045, -0.043], [-0.049, 0.057, 0.022], [0.144, -0.047, -0.007], [-0.119, 0.040, 0.025], [-0.102, -0.040, -0.136], [0.066, 0.117, 0.103], [-0.074, -0.022, 0.131], [0.057, 0.144, 0.001], [-0.103, -0.057, -0.014], [-0.005, -0.014, -0.004], [0.038, 0.036, 0.032], [-0.010, 0.021, 0.018], [-0.039, -0.007, 0.035], [0.000, 0.022, -0.010], [-0.010, -0.048, 0.006], [0.058, -0.019, -0.007], [-0.013, -0.052, -0.046], [0.015, -0.013, 0.019], [0.015, -0.016, -0.010], [-0.063, -0.092, -0.061], [0.007, 0.041, -0.046], [0.026, 0.020, -0.002], [0.076, -0.016, -0.026], [0.000, -0.012, 0.005], [0.022, -0.041, 0.034], [0.038, 0.027, -0.066], [-0.089, -0.010, 0.110], [0.069, -0.008, -0.110], [0.092, -0.062, 0.033], [-0.030, 0.172, -0.014], [-0.025, -0.211, -0.151], [0.066, 0.067, 0.096], [0.014, -0.013, -0.069], [0.001, -0.017, 0.001], [-0.040, 0.043, 0.005], [0.001, 0.022, -0.014], [0.001, -0.005, -0.057], [0.017, 0.016, 0.007], [-0.011, -0.034, -0.010], [-0.046, -0.006, 0.049], [0.010, -0.019, 0.004], [-0.033, -0.007, -0.012], [-0.011, -0.018, 0.010], [-0.008, 0.039, 0.084], [0.054, 0.068, 0.035], [-0.010, 0.030, 0.023], [-0.039, 0.000, 0.067], [0.003, -0.023, -0.013], [-0.038, -0.046, -0.010], [0.025, 0.069, -0.061], [-0.001, -0.088, 0.118], [-0.021, 0.083, -0.097], [-0.056, -0.071, -0.078], [0.139, 0.035, 0.002], [-0.130, 0.073, 0.001], [0.085, -0.039, -0.008], [-0.065, 0.035, -0.074], [-0.017, -0.003, -0.001], [0.042, 0.007, 0.041], [0.022, 0.015, -0.004], [-0.008, 0.056, -0.013], [0.015, -0.012, -0.015], [-0.031, 0.014, 0.007], [-0.003, -0.036, 0.055], [-0.020, -0.008, -0.016], [-0.008, 0.018, 0.024], [-0.024, -0.011, 0.031], [-0.009, 0.001, 0.030], [0.072, -0.047, -0.021], [0.020, -0.012, 0.018], [0.000, -0.052, 0.055], [-0.016, 0.011, 0.004], [0.010, 0.044, 0.037], [-0.082, -0.053, -0.007], [0.134, 0.052, -0.012], [-0.124, -0.033, -0.005], [-0.027, 0.075, 0.113], [0.055, -0.123, -0.014], [-0.091, 0.079, -0.144], [0.029, -0.065, 0.045], [-0.107, 0.036, 0.019], [-0.006, 0.017, 0.001], [0.041, -0.032, -0.027], [-0.003, -0.026, -0.005], [-0.047, -0.014, -0.033], [0.006, -0.015, 0.020], [-0.013, 0.024, -0.019], [0.059, 0.026, -0.012], [-0.009, 0.008, 0.008], [0.001, 0.004, -0.030], [0.012, 0.024, 0.003], [0.003, 0.020, 0.002], [0.074, -0.076, 0.052], [0.029, -0.012, -0.003], [0.075, 0.026, 0.000], [-0.010, 0.011, -0.013]],
  "lowdin_charge": [-0.099, -0.264, -0.223, -0.213, -0.219, -0.214, -0.201, -0.206, -0.208, -0.217, -0.146, -0.459, -0.268, -0.315, 0.470, -0.396, -0.326, 0.068, 0.076, 0.042, 0.105, 0.104, 0.101, 0.117, 0.106, 0.102, 0.107, 0.099, 0.088, 0.106, 0.096, 0.103, 0.099, 0.107, 0.115, 0.098, 0.109, 0.099, 0.111, 0.112, 0.127, 0.112, 0.106, 0.015, -0.030, 0.007, -0.127, -0.187, -0.206, -0.202, -0.063, -0.188, -0.229, -0.175, -0.119, 0.085, 0.077, 0.084, 0.117, 0.111, 0.113, 0.114, 0.072, 0.119, 0.120, 0.097, 0.111, 0.089, 0.067, 0.084, -0.123, -0.194, -0.220, -0.221, -0.051, -0.194, -0.210, -0.196, -0.099, 0.086, 0.079, 0.085, 0.120, 0.120, 0.124, 0.107, 0.068, 0.117, 0.121, 0.090, 0.117, 0.090, 0.076, 0.070, -0.122, -0.191, -0.219, -0.216, -0.050, -0.191, -0.226, -0.193, -0.095, 0.087, 0.079, 0.085, 0.119, 0.121, 0.124, 0.110, 0.070, 0.122, 0.100, 0.104, 0.117, 0.093, 0.071, 0.089, -0.120, -0.193, -0.219, -0.218, -0.052, -0.200, -0.242, -0.182, -0.101, 0.087, 0.079, 0.086, 0.120, 0.121, 0.124, 0.108, 0.071, 0.119, 0.118, 0.121, 0.104, 0.088, 0.071, 0.089],
  "gap_ev": 6.28,
  "total_charge": -1
}

***

{
  "formula": "C4H8N2",
  "method": "ωB97M-V/def2-TZVPD",
  "elements": ["C", "C", "N", "N", "C", "C", "H", "H", "H", "H", "H", "H", "H", "H"],
  "coordinates": [[1.69559, -0.46171, -0.24547], [0.38054, -0.96837, 0.28074], [-0.67812, -1.45238, -0.66611], [-1.83140, -1.34108, 0.26872], [-0.94798, -0.16912, 0.03333], [-1.42884, 1.25364, -0.28356], [1.56196, -0.20654, -1.28859], [2.48384, -1.22572, -0.18438], [2.16214, 0.34616, 0.46558], [0.31585, -1.39812, 1.25220], [-1.53470, -1.68243, 1.17852], [-2.51674, 1.28785, -0.42749], [-0.87223, 1.59592, -1.06219], [-1.32635, 2.05333, 0.50126]],
  "forces_ev_per_angstrom": [[1.016, 0.199, 1.654], [-2.331, 2.212, -0.236], [0.069, 1.137, -0.172], [1.133, 1.574, 0.039], [0.232, -1.535, 0.738], [-1.145, -0.999, 2.415], [0.274, 0.618, -0.075], [-0.420, -0.180, -0.233], [-1.294, -0.962, -1.670], [0.485, -0.782, 0.708], [-0.060, -0.657, 0.191], [0.383, -0.453, -0.640], [1.140, 1.162, -2.680], [0.518, -1.333, -0.040]],
  "lowdin_charge": [-0.065, -0.264, 0.033, 0.047, -0.362, -0.008, 0.073, 0.067, 0.116, 0.103, 0.063, 0.081, 0.026, 0.090],
  "gap_ev": 10.49,
  "smiles": "C[C@@H]1N2N[C@@]12C"
}